Entry 1:
Computed, not measured: a 2-piece molecular cluster, C5H9NO overall, with ωB97M-V/def2-TZVPD.

Calculated values
E_LUMO in eV: 0.48
HOMO in Ha: -0.340
Calculated total energy in eV: -8865.3084
ΔE to the lowest compared entry with this formula, charge and spin in kJ/mol: 376.7

XYZ file:
```
16
Properties=species:S:1:pos:R:3:forces:R:3:mulliken_charge:R:1
C 0.444 0.611 1.313 0.0287 -0.0167 0.0593 -1.5706
C -0.227 0.352 -0.029 0.0488 0.2120 0.0846 1.9131
C -0.830 1.610 -0.642 -0.0397 0.0488 -0.0376 -1.5608
C 0.624 -0.449 -1.061 -0.4151 -0.1215 0.0775 -0.7334
N -0.298 -1.428 -1.041 0.1600 -0.0830 -0.1509 0.1539
C -1.170 -0.864 -0.059 -0.5411 -0.1633 0.3292 -0.0733
O -2.162 -1.273 0.464 0.6295 0.2345 -0.3606 -0.5407
H -0.283 1.017 2.025 0.1026 -0.0574 -0.1117 0.3641
H 1.255 1.338 1.194 -0.1246 -0.1022 -0.0222 0.3592
H 0.868 -0.303 1.743 -0.0647 0.1213 -0.0923 0.3704
H -0.043 2.349 -0.821 -0.1002 -0.1073 0.0440 0.3794
H -1.575 2.044 0.032 0.0981 -0.0514 -0.0872 0.3661
H -1.315 1.393 -1.600 0.0571 0.0502 0.1308 0.3793
H 2.380 -1.803 -0.235 0.1136 -0.0496 0.0452 -0.1819
H 2.646 -2.287 0.265 0.0417 -0.0409 0.0284 0.1912
H -0.314 -2.309 -1.547 0.0052 0.1264 0.0632 0.1839
```
Forces are in eV/Å.

Entry 2:
Computed, not measured: one molecule with the formula C5H9NO, with ωB97M-V/def2-TZVPD.

Calculated values
E_LUMO in eV: 0.88
HOMO in Ha: -0.348
Structure (SMILES): C=NCCCC=O
Calculated total energy in eV: -8866.3152
ΔE to the lowest compared entry with this formula, charge and spin in kJ/mol: 279.6

XYZ file:
```
16
Properties=species:S:1:pos:R:3:forces:R:3:mulliken_charge:R:1
C -0.494 -1.148 -2.618 -0.3911 1.8513 0.6561 -0.3203
N -0.490 -0.828 -1.382 0.4551 -1.6192 -1.2042 -0.3572
C 0.799 -0.357 -0.901 0.5104 2.5401 0.8721 -0.7594
C 0.664 -0.005 0.610 1.0088 -2.3866 -0.8811 -0.7567
C -0.618 0.655 0.968 -0.2201 2.2735 2.1156 -0.2139
C -0.566 1.049 2.486 -0.4625 -3.1514 0.6131 -0.0766
O -1.512 0.953 3.232 -0.5247 0.9306 -0.6100 -0.4709
H -1.365 -1.549 -3.140 0.0662 -0.1053 0.4187 0.2674
H 0.287 -0.689 -3.220 0.4458 -0.7517 -0.5886 0.2547
H 1.182 0.590 -1.341 -1.0374 0.0162 -0.4670 0.3780
H 1.678 -0.950 -1.166 -0.4613 -0.9083 0.4992 0.4563
H 0.753 -0.988 1.104 -0.2361 0.3519 0.3252 0.2926
H 1.536 0.557 0.942 -0.0377 0.2279 -0.0519 0.4202
H -0.688 1.658 0.524 -0.2382 -0.3053 -0.6723 0.2480
H -1.548 0.094 0.855 0.3402 0.0858 -0.3154 0.2970
H 0.382 0.956 3.047 0.7828 0.9504 -0.7096 0.3408
```
Forces are in eV/Å.

Entry 3:
Computed, not measured: one molecule with the formula C5H9NO, with ωB97M-V/def2-TZVPD.

Calculated values
E_LUMO in eV: 0.93
HOMO in Ha: -0.350
Structure (SMILES): CC1(C)NCC1=O
Calculated total energy in eV: -8867.6249
ΔE to the lowest compared entry with this formula, charge and spin in kJ/mol: 153.2

XYZ file:
```
16
Properties=species:S:1:pos:R:3:forces:R:3:mulliken_charge:R:1
C 1.480 -0.823 -0.324 -0.0078 -0.0414 0.0148 -1.5709
C 0.238 0.024 -0.107 0.2419 0.0962 -0.0167 1.3940
C 0.459 1.486 -0.484 0.0628 0.1102 0.0462 -1.4434
N -1.014 -0.496 -0.743 -0.0069 -0.1808 -0.1921 -0.5638
C -1.790 -0.340 0.516 -0.2174 0.0125 0.1831 -0.4884
C -0.473 -0.074 1.252 0.1143 -0.0673 0.3930 0.2517
O -0.115 -0.062 2.396 -0.1728 0.0107 -0.4880 -0.5687
H 2.311 -0.451 0.283 -0.1388 -0.0452 -0.0780 0.3574
H 1.779 -0.785 -1.378 -0.0517 0.0190 0.1574 0.3836
H 1.302 -1.870 -0.055 0.0235 0.1472 0.0019 0.3686
H 1.295 1.906 0.089 -0.1527 -0.0770 -0.1098 0.3572
H -0.435 2.084 -0.272 0.1453 -0.0957 -0.0763 0.2985
H 0.678 1.565 -1.553 -0.0218 -0.0271 0.1361 0.3593
H -0.895 -1.488 -0.940 -0.0327 0.1580 -0.0200 0.3406
H -2.451 0.535 0.476 0.0883 -0.1552 0.0716 0.2131
H -2.369 -1.210 0.844 0.1265 0.1359 -0.0232 0.3112
```
Forces are in eV/Å.

Entry 4:
Computed, not measured: C5H9NO as an isolated structure, with ωB97M-V/def2-TZVPD.

Calculated values
E_LUMO in eV: 0.01
HOMO in Ha: -0.346
Calculated total energy in eV: -8863.8818
ΔE to the lowest compared entry with this formula, charge and spin in kJ/mol: 514.3

XYZ file:
```
16
Properties=species:S:1:pos:R:3:forces:R:3:mulliken_charge:R:1
C 1.955 -0.317 0.587 2.8954 2.6661 -1.0239 -0.3048
C -0.471 1.885 0.260 0.6168 -0.1363 0.3237 -0.7137
N -0.049 1.279 -0.981 -1.9576 -0.7629 -1.2662 -0.4270
C -0.441 0.074 -1.273 1.2833 2.1254 -0.4435 -0.0751
C -1.530 -1.870 -0.035 -0.1721 -0.1227 0.1818 -0.9088
O 2.025 0.708 -0.147 -0.2498 -2.1645 1.5246 -0.4170
C -0.640 -0.948 -0.318 2.1818 -0.4010 2.3667 0.5234
H -0.271 -0.242 -2.300 0.1162 -0.0394 -0.0966 0.3156
H 2.503 -1.214 0.259 -0.6780 -0.3763 -0.2789 0.3318
H 0.520 -0.885 0.375 -3.0030 -0.6856 -1.2695 -0.0565
H 1.992 -0.192 1.682 -0.9468 -0.0289 0.0046 0.2713
H -1.367 2.475 0.051 0.0422 -0.1021 0.0034 0.3273
H -0.683 1.183 1.075 -0.0914 -0.0394 0.0006 0.3431
H 0.316 2.566 0.577 -0.0676 0.0616 0.0726 0.2044
H -1.382 -2.603 0.745 0.0980 -0.0177 -0.0308 0.2892
H -2.478 -1.898 -0.556 -0.0674 0.0236 -0.0687 0.2968
```
Forces are in eV/Å.

Entry 5:
Computed, not measured: one molecule with the formula C5H9NO, with ωB97M-V/def2-TZVPD.

Calculated values
E_LUMO in eV: 1.17
HOMO in Ha: -0.355
Structure (SMILES): C/C=N/C[C@H]1CO1
Calculated total energy in eV: -8866.5792
ΔE to the lowest compared entry with this formula, charge and spin in kJ/mol: 254.1

XYZ file:
```
16
Properties=species:S:1:pos:R:3:forces:R:3:mulliken_charge:R:1
C -2.845 -0.434 0.149 -0.0339 -0.0977 0.0274 -0.9859
C -1.593 0.347 0.403 0.1109 -0.1606 0.0191 0.0781
N -0.536 -0.235 0.781 -0.3882 0.2521 -0.1131 -0.4114
C 0.707 0.511 0.738 0.1593 0.0440 0.0545 -0.6427
C 1.373 0.056 -0.543 -0.1692 0.2472 -0.0025 0.1096
C 2.786 -0.292 -0.695 0.2599 0.2174 -0.0414 -0.3495
O 1.794 -1.296 -0.568 -0.0384 -0.1951 -0.0474 -0.3922
H -3.178 -0.242 -0.877 -0.0399 0.0070 0.1326 0.2789
H -3.663 -0.164 0.824 0.1033 0.0665 -0.0730 0.2990
H -2.627 -1.498 0.250 -0.0602 0.1107 0.0486 0.2692
H -1.627 1.429 0.178 0.1209 -0.1550 0.0414 0.3140
H 1.326 0.258 1.605 -0.0643 -0.0604 -0.1374 0.3317
H 0.561 1.606 0.724 0.0006 -0.1815 -0.0830 0.3384
H 0.819 0.370 -1.433 0.1604 -0.1160 0.0788 0.2890
H 3.235 -0.219 -1.686 0.0044 0.0216 0.2087 0.2422
H 3.469 -0.197 0.149 -0.1257 -0.0001 -0.1133 0.2317
```
Forces are in eV/Å.

Entry 6:
Computed, not measured: a 2-piece molecular cluster, C5H9NO overall, with ωB97M-V/def2-TZVPD.

Calculated values
E_LUMO (alpha / beta) in eV: -1.50 / 0.01
HOMO (alpha / beta) in Ha: -0.284 / -0.340
Calculated total energy in eV: -8861.6394
ΔE to the lowest compared entry with this formula, charge and spin in kJ/mol: 730.7

XYZ file:
```
16
Properties=species:S:1:pos:R:3:forces:R:3:mulliken_charge:R:1
C 0.415 0.152 1.915 -0.2176 -0.0472 0.1425 -1.1563
C 0.341 -0.135 0.470 -0.1651 0.1204 -0.4700 0.2394
C 0.691 -1.451 -0.183 0.0849 -0.1130 0.1349 -0.5064
C 0.028 -0.904 -1.480 -0.1149 0.0609 -0.0620 -0.3433
C -0.272 0.336 -0.643 -0.1899 -0.3362 0.5566 0.0476
N -1.212 1.358 -0.984 1.2406 0.5634 3.0161 0.1775
O -1.504 1.385 -2.172 -0.9197 0.9629 -1.7697 -0.4855
H 1.379 -0.148 2.340 -0.1386 0.1717 -0.0916 0.3032
H -0.348 -0.510 2.345 0.1128 0.2156 0.3395 0.2668
H 0.170 1.184 2.181 0.1051 -0.1327 -0.0173 0.3453
H -0.082 2.756 0.577 -0.1673 0.1873 -0.1511 -0.0226
H 1.744 -1.752 -0.249 -0.1522 0.2420 0.0128 0.2795
H 0.137 -2.267 0.299 0.0458 -0.0082 -0.2609 0.2184
H -0.854 -1.471 -1.795 0.0617 0.1717 0.0237 0.2199
H 0.707 -0.813 -2.335 -0.1865 0.2336 0.1867 0.2387
H -1.339 2.282 -0.286 0.6008 -2.2921 -1.5901 0.1776
```
Forces are in eV/Å.

Entry 7:
Computed, not measured: an isolated ion of composition C5H9NO and charge +1, with ωB97M-V/def2-TZVPD.

Calculated values
E_LUMO (alpha / beta) in eV: -5.69 / -8.73
HOMO (alpha / beta) in Ha: -0.500 / -0.499
Spin multiplicity: 2
Net charge: +1
Calculated total energy in eV: -8857.6659
ΔE to the lowest compared entry with this formula, charge and spin in kJ/mol: 268.7

XYZ file:
```
16
Properties=species:S:1:pos:R:3:forces:R:3:mulliken_charge:R:1
O 1.217 1.752 0.849 -0.2010 -0.9659 -0.1762 -0.5163
C 0.601 1.981 -0.173 0.6306 1.7130 1.1448 -0.0078
N 0.291 1.095 -1.135 0.2397 -1.0827 0.2596 -0.1116
C 0.601 -0.329 -1.051 0.3039 0.8620 -2.5470 -0.9210
C 0.281 -1.030 0.226 -1.4260 -0.2028 0.5734 -0.3470
C -1.208 -1.242 0.406 2.1107 -0.5295 -2.0452 0.1236
C -1.843 -2.205 1.106 -2.7576 -0.9716 0.7167 -0.5669
H 0.263 3.024 -0.308 -0.2140 -0.3035 -0.6350 0.3976
H 0.014 1.422 -2.042 -0.1827 0.2966 0.0121 0.2435
H 1.593 -0.642 -1.392 0.7984 0.7603 0.8826 0.3306
H 0.151 -0.657 -2.007 -0.9254 -0.8640 0.9273 0.5087
H 0.756 -2.024 0.176 -0.1989 -0.0232 0.5000 0.4614
H 0.660 -0.508 1.123 0.2854 -0.0016 -0.3770 0.4096
H -1.817 -0.869 -0.431 -0.1838 0.6908 0.6140 0.3818
H -1.625 -3.245 1.350 1.0906 0.3161 0.1315 0.3037
H -2.929 -2.067 1.301 0.6300 0.3060 0.0183 0.3100
```
Forces are in eV/Å.

Entry 8:
Computed, not measured: one molecule with the formula C5H9NO2, with ωB97M-V/def2-TZVPD.

Calculated values
E_LUMO in eV: 1.04
HOMO in Ha: -0.353
Structure (SMILES): C=NO[C@@]1(C)C[C@H]1O
Calculated total energy in eV: -10912.7671
ΔE to the lowest compared entry with this formula, charge and spin in kJ/mol: 367.5

XYZ file:
```
17
Properties=species:S:1:pos:R:3:forces:R:3:mulliken_charge:R:1
C 1.784 0.944 1.996 0.1512 -0.5686 -0.8127 -0.4015
N 0.748 0.853 1.254 1.2334 0.3689 1.2654 -0.5768
O 0.842 -0.302 0.517 -0.2378 -0.2941 -0.1007 -0.1136
C -0.117 -0.279 -0.500 -0.3268 -0.0578 -0.5749 1.3777
C 0.387 0.414 -1.714 0.4531 -0.0037 -1.8179 -1.4299
C -0.894 -1.540 -0.560 -0.6857 -0.1259 -0.7003 -0.8769
C -1.575 -0.285 -0.103 -0.2758 0.4911 -0.0711 -0.2563
O -1.898 -0.115 1.246 0.4280 -0.0992 -0.0987 -0.5475
H 1.908 1.744 2.685 -0.3182 0.6490 0.3149 0.3009
H 2.619 0.228 1.901 -0.5675 0.1758 0.0549 0.2760
H 1.208 -0.187 -2.179 -0.3903 0.4551 0.4936 0.2789
H -0.354 0.512 -2.542 0.1847 -0.0813 0.8325 0.3354
H 0.779 1.422 -1.509 -0.1848 -0.3398 0.1236 0.3791
H -1.131 -2.054 -1.488 -0.0363 0.4223 -0.0120 0.2768
H -0.698 -2.204 0.234 0.3019 -0.6793 0.8732 0.2860
H -2.305 0.238 -0.726 0.4645 -0.2884 -0.3346 0.2973
H -1.304 0.611 1.488 -0.1938 -0.0240 0.5647 0.3943
```
Forces are in eV/Å.

Entry 9:
Computed, not measured: one molecule with the formula C5H9NO2, with ωB97M-V/def2-TZVPD.

Calculated values
E_LUMO in eV: 0.73
HOMO in Ha: -0.329
Structure (SMILES): C=N[C@](C)(O)C(=C)O
Calculated total energy in eV: -10914.4760
ΔE to the lowest compared entry with this formula, charge and spin in kJ/mol: 202.6

XYZ file:
```
17
Properties=species:S:1:pos:R:3:forces:R:3:mulliken_charge:R:1
C 2.159 1.022 -0.019 -0.7194 0.0200 -0.3112 -0.3085
N 0.905 1.061 -0.270 1.0306 -1.1616 0.8122 -0.4799
C 0.159 -0.238 0.039 -0.0418 1.6674 -0.1798 0.9780
C 0.004 -0.418 1.546 0.2041 -0.2524 0.3312 -1.2687
O 0.780 -1.385 -0.512 0.5357 0.4023 -0.2183 -0.6440
C -1.187 -0.088 -0.630 -1.9275 -1.5901 -0.2970 0.2131
C -1.869 1.015 -0.941 0.5674 -0.1624 0.0299 -0.8535
O -1.837 -1.358 -0.817 1.1359 1.3443 0.2309 -0.5666
H 2.684 0.130 0.367 -0.2441 0.2383 -0.1289 0.2340
H 2.783 1.909 -0.212 -0.4105 -0.3121 0.0624 0.2891
H 0.967 -0.309 2.057 -0.0421 -0.0066 -0.2071 0.3717
H -0.685 0.318 1.973 0.1366 -0.1014 -0.2707 0.3179
H -0.364 -1.422 1.784 -0.0894 0.1926 -0.2011 0.3208
H 0.945 -1.137 -1.440 0.0768 -0.3706 0.2504 0.3992
H -1.448 2.001 -0.775 0.0359 -0.2770 -0.0237 0.3159
H -2.851 0.945 -1.395 0.0931 -0.1161 0.1284 0.2980
H -1.144 -2.044 -0.754 -0.3415 0.4853 -0.0076 0.3834
```
Forces are in eV/Å.

Entry 10:
Computed, not measured: one molecule with the formula C5H9NO2, with ωB97M-V/def2-TZVPD.

Calculated values
E_LUMO in eV: 0.77
HOMO in Ha: -0.349
Structure (SMILES): C=C(C)[C@@H](O)NC=O
Calculated total energy in eV: -10914.9216
ΔE to the lowest compared entry with this formula, charge and spin in kJ/mol: 159.6

XYZ file:
```
17
Properties=species:S:1:pos:R:3:forces:R:3:mulliken_charge:R:1
C 1.291 1.300 -0.704 -0.3295 -0.1771 -0.1638 -0.9428
C 0.739 0.224 -0.155 0.1975 0.7026 2.4577 0.5024
C 1.430 -1.108 -0.111 -0.2350 -0.2378 -0.3540 -1.2720
C -0.403 0.370 0.973 0.7942 -0.1543 -1.9915 -0.0536
O -0.764 1.692 1.209 0.0864 0.6122 0.3426 -0.5733
N -1.533 -0.415 0.582 -0.7471 -0.6297 -1.0949 -0.1595
C -1.813 -0.679 -0.774 3.2080 -0.0751 1.7945 0.1267
O -2.706 -1.374 -1.153 -0.4200 0.3065 -0.6001 -0.5426
H 0.835 2.276 -0.660 -0.0172 0.1248 0.2451 0.2177
H 2.227 1.239 -1.238 0.0293 -0.1395 -0.3002 0.3055
H 2.161 -1.148 0.697 0.0072 0.0766 0.0418 0.3254
H 0.715 -1.913 0.060 -0.0188 -0.0700 -0.0152 0.3288
H 1.939 -1.316 -1.051 0.0963 -0.0068 0.0156 0.4067
H 0.024 -0.011 1.906 -0.0669 0.0492 -0.1598 0.3914
H -1.229 2.041 0.439 0.0096 -0.1338 0.0669 0.3595
H -2.106 -0.871 1.278 -0.0979 0.2173 -0.0486 0.2175
H -0.808 -0.307 -1.298 -2.4960 -0.4651 -0.2362 0.3622
```
Forces are in eV/Å.

Question: Which value of calculated total energy does entry 1 give?
Answer: -8865.3084 eV

Question: Which value of calculated total energy does entry 6 give?
Answer: -8861.6394 eV

Please write out number 7 again, unchanged.
Computed, not measured: an isolated ion of composition C5H9NO and charge +1, with ωB97M-V/def2-TZVPD.

Calculated values
E_LUMO (alpha / beta) in eV: -5.69 / -8.73
HOMO (alpha / beta) in Ha: -0.500 / -0.499
Spin multiplicity: 2
Net charge: +1
Calculated total energy in eV: -8857.6659
ΔE to the lowest compared entry with this formula, charge and spin in kJ/mol: 268.7

XYZ file:
```
16
Properties=species:S:1:pos:R:3:forces:R:3:mulliken_charge:R:1
O 1.217 1.752 0.849 -0.2010 -0.9659 -0.1762 -0.5163
C 0.601 1.981 -0.173 0.6306 1.7130 1.1448 -0.0078
N 0.291 1.095 -1.135 0.2397 -1.0827 0.2596 -0.1116
C 0.601 -0.329 -1.051 0.3039 0.8620 -2.5470 -0.9210
C 0.281 -1.030 0.226 -1.4260 -0.2028 0.5734 -0.3470
C -1.208 -1.242 0.406 2.1107 -0.5295 -2.0452 0.1236
C -1.843 -2.205 1.106 -2.7576 -0.9716 0.7167 -0.5669
H 0.263 3.024 -0.308 -0.2140 -0.3035 -0.6350 0.3976
H 0.014 1.422 -2.042 -0.1827 0.2966 0.0121 0.2435
H 1.593 -0.642 -1.392 0.7984 0.7603 0.8826 0.3306
H 0.151 -0.657 -2.007 -0.9254 -0.8640 0.9273 0.5087
H 0.756 -2.024 0.176 -0.1989 -0.0232 0.5000 0.4614
H 0.660 -0.508 1.123 0.2854 -0.0016 -0.3770 0.4096
H -1.817 -0.869 -0.431 -0.1838 0.6908 0.6140 0.3818
H -1.625 -3.245 1.350 1.0906 0.3161 0.1315 0.3037
H -2.929 -2.067 1.301 0.6300 0.3060 0.0183 0.3100
```
Forces are in eV/Å.